Version P
{"formula": "C5H13NO3S", "method": "ωB97M-V/def2-TZVPD", "symbols": ["C", "C", "C", "C", "C", "N", "O", "O", "O", "S", "H", "H", "H", "H", "H", "H", "H", "H", "H", "H", "H", "H", "H"], "xyz": [[0.10, 2.73, -0.83], [1.05, -0.99, 1.34], [1.23, -1.97, -0.86], [0.12, 1.54, 0.16], [0.14, 0.18, -0.48], [0.93, -0.87, -0.05], [-2.88, 0.48, -0.52], [-2.08, -1.81, -0.91], [-1.91, -0.75, 1.41], [-1.91, -0.50, -0.26], [0.04, 3.59, -0.20], [1.04, 2.67, -1.32], [-0.71, 2.76, -1.60], [1.73, -1.79, 1.61], [1.59, -0.01, 1.60], [-0.01, -1.11, 1.89], [0.34, -2.59, -0.80], [1.46, -1.67, -1.89], [1.90, -2.55, -0.27], [1.13, 1.59, 0.75], [-0.65, 1.67, 1.01], [0.05, 0.36, -1.61], [-2.69, -0.97, 1.84]], "s2": 2.007, "orbital_gap_ev": [5.3, 7.4], "total_charge": 0, "spin_multiplicity": 3}

=====

Version Q
{"formula": "C5H13NO3S", "method": "ωB97M-V/def2-TZVPD", "symbols": ["C", "C", "C", "C", "C", "N", "O", "O", "O", "S", "H", "H", "H", "H", "H", "H", "H", "H", "H", "H", "H", "H", "H"], "xyz": [[-2.61, 1.05, -0.75], [-0.53, 0.80, -2.27], [2.28, -2.41, 1.35], [-0.31, 1.80, 0.01], [-1.14, 1.34, -0.95], [1.50, 0.43, 1.57], [2.18, -0.59, -0.60], [0.13, -1.39, 0.38], [0.92, -0.09, 2.85], [1.60, -0.82, 0.65], [-2.79, -0.04, -0.94], [-3.00, 1.22, 0.20], [-3.34, 1.56, -1.37], [-0.08, 1.51, -2.97], [-1.25, 0.24, -2.87], [0.17, 0.02, -1.95], [1.59, -3.17, 0.94], [3.24, -2.56, 0.88], [2.20, -2.39, 2.39], [0.65, 2.15, -0.29], [-0.80, 2.00, 0.98], [-0.52, -0.65, 0.12], [-0.08, -0.03, 2.64]], "s2": 2.006, "orbital_gap_ev": [5.6, 7.7], "total_charge": 0, "spin_multiplicity": 3}

=====

Name the most stable of them. version P.

=====

Version P
{"formula": "F6H24O12P", "method": "ωB97M-V/def2-TZVPD", "symbols": ["P", "F", "F", "F", "F", "F", "F", "O", "H", "H", "O", "H", "H", "O", "H", "H", "O", "H", "H", "O", "H", "H", "O", "H", "H", "O", "H", "H", "O", "H", "H", "O", "H", "H", "O", "H", "H", "O", "H", "H", "O", "H", "H"], "xyz": [[-14.79, 19.51, -12.18], [-15.54, 18.58, -13.19], [-16.04, 20.54, -12.04], [-15.50, 18.65, -11.03], [-14.16, 20.39, -10.97], [-13.52, 18.46, -12.05], [-14.08, 20.45, -13.30], [-14.63, 17.24, -14.41], [-14.27, 17.20, -15.29], [-14.68, 18.18, -14.21], [-15.95, 16.82, -11.62], [-16.62, 17.41, -11.28], [-15.57, 17.30, -12.36], [-14.09, 16.62, -12.55], [-14.31, 17.49, -12.23], [-14.20, 16.67, -13.50], [-16.97, 20.04, -10.12], [-16.49, 19.95, -10.94], [-16.41, 20.57, -9.56], [-17.71, 20.45, -13.98], [-16.82, 20.69, -13.74], [-17.97, 19.82, -13.31], [-13.16, 22.13, -12.26], [-13.37, 22.15, -11.33], [-13.74, 21.46, -12.62], [-13.68, 22.08, -10.15], [-14.12, 22.77, -9.66], [-14.38, 21.47, -10.39], [-11.86, 20.19, -11.90], [-12.76, 19.89, -11.81], [-11.54, 19.76, -12.70], [-17.53, 18.28, -11.14], [-18.05, 18.72, -11.81], [-17.31, 18.97, -10.52], [-13.47, 18.36, -10.03], [-12.95, 18.20, -10.81], [-14.32, 18.65, -10.36], [-16.77, 22.22, -11.96], [-16.22, 21.43, -11.95], [-17.55, 21.98, -11.45], [-14.55, 19.52, -14.85], [-14.54, 19.80, -13.94], [-13.96, 20.12, -15.30]], "orbital_gap_ev": 7.1, "total_charge": -1}

=====

Version Q
{"formula": "F6H24O12P", "method": "ωB97M-V/def2-TZVPD", "symbols": ["P", "F", "F", "F", "F", "F", "F", "O", "H", "H", "O", "H", "H", "O", "H", "H", "O", "H", "H", "O", "H", "H", "O", "H", "H", "O", "H", "H", "O", "H", "H", "O", "H", "H", "O", "H", "H", "O", "H", "H", "O", "H", "H"], "xyz": [[-0.10, -0.43, -0.25], [0.04, -1.52, 0.96], [0.66, -1.41, -1.24], [-1.55, -1.00, -0.60], [-0.20, 0.69, -1.40], [-0.83, 0.54, 0.87], [1.33, 0.23, 0.19], [-2.06, -3.74, 0.01], [-2.25, -2.87, 0.39], [-1.53, -4.18, 0.67], [3.51, -1.25, -1.42], [3.79, -0.34, -1.25], [2.74, -1.36, -0.85], [0.56, 3.75, -2.93], [0.79, 3.59, -2.00], [0.59, 2.87, -3.34], [-3.88, -0.21, 1.82], [-4.43, -0.19, 1.03], [-3.27, 0.52, 1.67], [-0.91, 2.75, 3.42], [-1.59, 2.67, 2.75], [-0.09, 2.86, 2.92], [-1.70, -1.77, 3.11], [-1.10, -1.32, 2.50], [-2.53, -1.29, 3.03], [2.03, -2.67, 3.78], [1.15, -2.30, 3.58], [1.87, -3.32, 4.47], [0.85, 3.34, -0.08], [1.04, 3.51, 0.84], [0.31, 2.53, -0.07], [-0.26, 1.34, -4.28], [-0.23, 0.91, -5.14], [-0.26, 0.63, -3.63], [2.23, -1.39, -4.00], [2.57, -1.21, -3.10], [1.28, -1.37, -3.88], [4.23, 0.28, 1.45], [3.35, 0.67, 1.32], [4.07, -0.45, 2.05], [-3.52, 0.90, -0.86], [-2.69, 0.40, -0.90], [-4.02, 0.59, -1.62]], "orbital_gap_ev": 10.4, "total_charge": -1}

=====

Name the most stable of them. version Q.

=====

Version P
{"formula": "H10LiO5", "method": "ωB97M-V/def2-TZVPD", "symbols": ["Li", "O", "H", "H", "O", "H", "H", "O", "H", "H", "O", "H", "H", "O", "H", "H"], "xyz": [[31.37, 16.97, 10.56], [29.36, 16.53, 10.46], [28.83, 15.75, 10.27], [28.74, 17.26, 10.43], [33.29, 16.97, 11.40], [33.81, 17.71, 11.71], [33.68, 16.19, 11.81], [31.16, 18.62, 9.27], [31.41, 18.85, 8.37], [30.89, 19.45, 9.67], [30.77, 18.48, 12.25], [29.85, 18.73, 12.35], [31.17, 18.66, 13.11], [32.05, 15.32, 9.34], [32.70, 15.30, 8.63], [31.64, 14.44, 9.33]], "orbital_gap_ev": 12.5, "total_charge": 1}

=====

Version Q
{"formula": "H10LiO5", "method": "ωB97M-V/def2-TZVPD", "symbols": ["Li", "O", "H", "H", "O", "H", "H", "O", "H", "H", "O", "H", "H", "O", "H", "H"], "xyz": [[-0.07, 0.29, -0.26], [-0.17, -2.53, 0.67], [-1.08, -2.46, 0.95], [0.10, -1.63, 0.50], [-1.51, 0.55, -0.42], [-2.03, 0.94, 0.28], [-2.16, 0.26, -1.06], [0.15, 0.65, 1.10], [-0.46, 0.80, 1.83], [0.97, 1.05, 1.39], [0.51, 1.38, -1.18], [0.95, 1.99, -0.59], [0.96, 1.48, -2.02], [0.91, -0.83, -0.33], [1.65, -0.72, 0.26], [1.29, -1.20, -1.13]], "orbital_gap_ev": 10.0, "total_charge": 1}

=====

Name the most stable of them. version P.

=====

Version P
{"formula": "C57H38CrN9", "method": "ωB97M-V/def2-TZVPD", "symbols": ["Cr", "C", "C", "C", "C", "C", "N", "C", "N", "C", "C", "C", "C", "C", "C", "C", "C", "N", "C", "N", "C", "N", "C", "N", "C", "N", "C", "C", "C", "C", "C", "C", "C", "C", "C", "C", "C", "C", "N", "C", "C", "H", "H", "H", "H", "H", "H", "H", "H", "H", "H", "H", "H", "H", "H", "H", "H", "C", "C", "C", "C", "C", "C", "C", "C", "C", "C", "H", "H", "H", "H", "H", "H", "H", "H", "H", "H", "H", "H", "C", "C", "C", "C", "C", "C", "C", "C", "H", "H", "H", "H", "H", "N", "C", "C", "C", "C", "C", "C", "C", "H", "H", "H", "H", "H"], "xyz": [[0.50, -0.37, -0.27], [4.23, 2.24, -5.17], [3.41, 1.43, -6.01], [2.44, 0.62, -5.48], [2.24, 0.62, -4.09], [1.37, -0.08, -3.23], [1.58, 0.31, -1.94], [2.62, 1.19, -1.93], [3.22, 1.77, -0.84], [2.90, 1.56, 0.37], [3.70, 2.02, 1.52], [4.79, 2.88, 1.54], [5.42, 3.11, 2.75], [4.97, 2.48, 3.92], [3.88, 1.62, 3.89], [3.24, 1.41, 2.68], [2.03, 0.55, 2.39], [2.16, -0.77, 2.90], [1.46, -1.74, 2.41], [0.69, -1.83, 1.26], [0.25, -3.13, 1.15], [-0.30, -3.77, 0.14], [-0.36, -3.30, -1.10], [0.11, -2.02, -1.49], [0.04, -1.99, -2.95], [0.55, -1.08, -3.68], [-0.82, -3.09, -3.33], [-1.87, -3.08, -4.38], [-2.39, -4.47, -4.58], [-2.60, -5.24, -3.52], [-2.30, -4.68, -2.16], [-1.05, -3.87, -2.21], [0.62, -3.89, 2.35], [0.37, -5.19, 2.75], [0.92, -5.62, 3.95], [1.72, -4.77, 4.72], [1.98, -3.46, 4.30], [1.41, -3.04, 3.11], [1.83, 0.77, 0.89], [3.06, 1.43, -3.25], [4.06, 2.25, -3.81], [4.99, 2.86, -5.63], [3.58, 1.45, -7.08], [1.82, 0.00, -6.12], [5.13, 3.33, 0.62], [6.27, 3.78, 2.80], [5.49, 2.67, 4.85], [3.55, 1.12, 4.79], [-1.54, -2.61, -5.31], [-2.67, -4.79, -5.58], [-3.05, -6.22, -3.61], [-2.28, -5.45, -1.38], [-0.24, -5.84, 2.14], [0.74, -6.63, 4.30], [2.14, -5.13, 5.65], [2.60, -2.79, 4.88], [4.68, 2.86, -3.17], [0.55, 3.34, -1.11], [-0.75, 2.69, -0.63], [-1.52, 2.20, -1.87], [-0.55, 1.51, 0.32], [-1.55, 3.73, 0.17], [-0.96, 4.36, 1.26], [-1.66, 5.24, 2.06], [-3.00, 5.51, 1.80], [-3.61, 4.89, 0.72], [-2.90, 4.01, -0.08], [1.07, 2.69, -1.82], [1.24, 3.53, -0.29], [0.33, 4.29, -1.60], [-0.88, 1.52, -2.43], [-1.79, 3.04, -2.52], [-2.42, 1.66, -1.60], [-1.50, 1.28, 0.82], [0.07, 4.13, 1.51], [-1.17, 5.70, 2.91], [-3.56, 6.19, 2.43], [-4.66, 5.08, 0.51], [-3.40, 3.52, -0.91], [0.50, 1.40, 1.27], [0.68, 1.19, 2.60], [-0.15, 1.30, 3.77], [0.29, 0.80, 5.01], [-0.49, 0.92, 6.15], [-1.72, 1.55, 6.09], [-2.17, 2.06, 4.88], [-1.41, 1.93, 3.73], [1.23, 0.27, 5.05], [-0.13, 0.51, 7.08], [-2.33, 1.65, 6.99], [-3.13, 2.55, 4.82], [-1.77, 2.34, 2.80], [-1.16, -1.05, -1.08], [-2.22, -1.46, -1.56], [-2.95, -2.29, -2.28], [-3.07, -2.12, -3.78], [-4.44, -2.46, -4.22], [-5.21, -3.31, -3.44], [-4.82, -3.89, -2.24], [-3.46, -3.61, -1.72], [-2.77, -1.11, -4.05], [-4.84, -2.01, -5.12], [-6.22, -3.53, -3.79], [-5.49, -4.51, -1.67], [-3.41, -3.58, -0.63]], "s2": 3.857, "orbital_gap_ev": [4.4, 4.4], "total_charge": -2, "spin_multiplicity": 4}

=====

Version Q
{"formula": "C57H38CrN9", "method": "ωB97M-V/def2-TZVPD", "symbols": ["Cr", "C", "C", "C", "C", "C", "N", "C", "N", "C", "C", "C", "C", "C", "C", "C", "C", "N", "C", "N", "C", "N", "C", "N", "C", "N", "C", "C", "C", "C", "C", "C", "C", "C", "C", "C", "C", "C", "N", "C", "C", "H", "H", "H", "H", "H", "H", "H", "H", "H", "H", "H", "H", "H", "H", "H", "H", "C", "C", "C", "C", "C", "C", "C", "C", "C", "C", "H", "H", "H", "H", "H", "H", "H", "H", "H", "H", "H", "H", "C", "C", "C", "C", "C", "C", "C", "C", "H", "H", "H", "H", "H", "N", "C", "C", "C", "C", "C", "C", "C", "H", "H", "H", "H", "H"], "xyz": [[0.31, 0.68, -0.10], [-4.11, 0.20, -4.89], [-2.99, -0.31, -5.61], [-1.83, -0.64, -4.96], [-1.77, -0.47, -3.56], [-0.74, -0.65, -2.64], [-1.16, -0.29, -1.38], [-2.50, 0.01, -1.48], [-3.13, 1.68, 0.25], [-2.38, 1.19, 1.38], [-2.77, 1.78, 2.71], [-4.01, 1.79, 3.34], [-4.12, 2.49, 4.54], [-3.03, 3.17, 5.08], [-1.80, 3.15, 4.44], [-1.70, 2.45, 3.25], [-0.53, 2.19, 2.38], [0.62, 2.70, 2.71], [1.74, 2.31, 2.06], [1.84, 1.39, 1.04], [3.20, 1.17, 0.82], [3.76, 0.28, -0.02], [3.08, -0.42, -0.84], [1.70, -0.37, -1.11], [1.49, -1.14, -2.26], [0.45, -1.22, -2.99], [2.74, -1.81, -2.63], [3.04, -2.71, -3.65], [4.35, -3.15, -3.76], [5.33, -2.70, -2.88], [5.04, -1.80, -1.87], [3.72, -1.36, -1.76], [3.96, 1.99, 1.68], [5.34, 2.16, 1.89], [5.76, 3.05, 2.84], [4.82, 3.78, 3.63], [3.47, 3.62, 3.45], [3.03, 2.72, 2.46], [-0.88, 1.40, 1.35], [-2.90, -0.01, -2.82], [-4.08, 0.35, -3.53], [-5.00, 0.49, -5.44], [-3.06, -0.42, -6.69], [-0.96, -1.01, -5.49], [-4.85, 1.28, 2.90], [-5.08, 2.51, 5.06], [-3.15, 3.70, 6.02], [-0.93, 3.66, 4.84], [2.26, -3.04, -4.32], [4.61, -3.86, -4.54], [6.35, -3.07, -2.99], [5.79, -1.44, -1.18], [6.05, 1.60, 1.29], [6.82, 3.20, 3.01], [5.19, 4.47, 4.38], [2.75, 4.16, 4.04], [-4.94, 0.75, -3.01], [-4.25, -3.10, 1.58], [-2.75, -2.79, 1.44], [-2.29, -3.11, 0.02], [-2.49, -1.32, 1.75], [-2.00, -3.64, 2.47], [-2.26, -3.45, 3.83], [-1.62, -4.21, 4.80], [-0.71, -5.19, 4.43], [-0.44, -5.39, 3.09], [-1.08, -4.62, 2.12], [-4.82, -2.51, 0.86], [-4.61, -2.86, 2.58], [-4.44, -4.16, 1.39], [-2.78, -2.44, -0.69], [-2.54, -4.14, -0.25], [-1.22, -2.95, -0.11], [-2.02, -1.12, 2.71], [-2.95, -2.68, 4.14], [-1.83, -4.03, 5.85], [-0.20, -5.78, 5.19], [0.28, -6.14, 2.78], [-0.84, -4.79, 1.08], [-2.73, -0.23, 1.04], [-3.33, 0.31, -0.27], [-4.81, -0.06, -0.46], [-5.77, 0.78, 0.10], [-7.13, 0.48, 0.01], [-7.56, -0.66, -0.65], [-6.61, -1.50, -1.22], [-5.26, -1.20, -1.14], [-5.40, 1.67, 0.59], [-7.86, 1.16, 0.45], [-8.61, -0.90, -0.72], [-6.92, -2.39, -1.76], [-4.54, -1.85, -1.63], [-0.15, 2.27, -1.27], [-0.92, 2.84, -1.89], [-1.92, 3.54, -2.64], [-3.21, 3.61, -2.10], [-4.19, 4.25, -2.83], [-3.91, 4.80, -4.07], [-2.62, 4.73, -4.60], [-1.62, 4.09, -3.89], [-3.37, 3.11, -1.13], [-5.20, 4.29, -2.43], [-4.69, 5.29, -4.64], [-2.41, 5.15, -5.57], [-0.62, 4.00, -4.29]], "s2": 3.793, "orbital_gap_ev": [4.6, 4.8], "total_charge": -2, "spin_multiplicity": 4}

=====

Name the most stable of them. version Q.